1.
ORCA calculation (ωB97M-V with the def2-TZVPD basis set) on a cluster of 2 separate species, CH3N3O in total in a non-equilibrium geometry.

Geometry as XYZ:
```
8
CH3N3O, DFT ωB97M-V with the def2-TZVPD basis set
N -0.13 -3.54 -1.33
N 0.11 -2.61 -0.78
O 0.28 -1.55 -0.41
C -0.23 1.81 0.37
N 0.10 0.57 0.43
H 0.07 2.67 0.93
H -0.98 2.19 -0.32
H 0.78 0.45 1.11
```

Properties
ΔE to the lowest compared entry with this formula, charge and spin	364.0	kJ/mol
LUMO energy	1.150	eV
SMILES	N#[N+][O-].C=N
E_HOMO	-10.0	eV
frontier orbital gap	11.145	eV

2.
ORCA calculation (ωB97M-V with the def2-TZVPD basis set) on a cluster of 2 separate species, CH3N3OS in total in a non-equilibrium geometry.

Geometry as XYZ:
```
9
CH3N3OS, DFT ωB97M-V with the def2-TZVPD basis set
H 0.97 1.30 0.23
N 1.57 0.52 0.46
N 2.29 -0.20 -0.20
H 2.29 -0.09 -1.29
N -2.18 1.77 -0.19
C -2.21 0.61 -0.07
S -1.97 -1.02 -0.23
O -0.79 -1.43 0.85
H 0.05 -1.46 0.43
```

Properties
ΔE to the lowest compared entry with this formula, charge and spin	408.5	kJ/mol
LUMO energy	-0.366	eV
SMILES	[H]/N=N\[H].N#CSO
E_HOMO	-9.3	eV
frontier orbital gap	8.921	eV

3.
ORCA calculation (ωB97M-V with the def2-TZVPD basis set) on a cluster of 2 separate species, CH3N3S in total in a non-equilibrium geometry.

Geometry as XYZ:
```
8
CH3N3S, DFT ωB97M-V with the def2-TZVPD basis set
C 1.81 0.59 -0.14
N -1.65 -0.93 -1.32
N -1.73 -0.63 -0.24
N -1.62 -0.47 0.94
S 1.86 -1.00 -0.16
H 1.20 1.10 -0.90
H 2.43 1.15 0.55
H -2.32 0.18 1.26
```

Properties
ΔE to the lowest compared entry with this formula, charge and spin	117.1	kJ/mol
LUMO energy	-0.261	eV
E_HOMO	-8.8	eV
frontier orbital gap	8.553	eV

4.
ORCA calculation (ωB97M-V with the def2-TZVPD basis set) on the molecule CH3N3S2 in a non-equilibrium geometry.

Geometry as XYZ:
```
9
CH3N3S2, DFT ωB97M-V with the def2-TZVPD basis set
N 0.41 1.18 0.23
N -0.65 0.79 -0.68
N -0.54 -0.60 -0.70
C -1.45 -1.32 -0.23
S -2.97 -0.61 0.29
S -2.30 1.35 -0.21
H 1.03 1.59 -0.40
H 0.68 0.52 0.94
H -1.40 -2.44 -0.13
```

Properties
ΔE to the lowest compared entry with this formula, charge and spin	93.6	kJ/mol
LUMO energy	0.243	eV
SMILES	NN1N=CSS1
E_HOMO	-8.2	eV
frontier orbital gap	8.397	eV

5.
ORCA calculation (ωB97M-V with the def2-TZVPD basis set) on the molecule CH3N3S2 in a non-equilibrium geometry.

Geometry as XYZ:
```
9
CH3N3S2, DFT ωB97M-V with the def2-TZVPD basis set
C 0.59 -0.49 1.00
N -0.60 -0.10 -1.00
N -1.35 -0.49 -1.97
N 0.17 -0.90 -0.29
S -0.27 -2.01 1.01
S -1.95 -1.85 -2.64
H 0.08 0.35 1.23
H 1.62 -0.54 1.19
H -1.54 0.26 -2.60
```

Properties
ΔE to the lowest compared entry with this formula, charge and spin	255.9	kJ/mol
LUMO energy (alpha / beta)	-0.782 / -0.783	eV
E_HOMO (alpha / beta)	-8.2 / -8.2	eV
frontier orbital gap (alpha / beta)	7.458 / 7.456	eV

6.
ORCA calculation (ωB97M-V with the def2-TZVPD basis set) on a cluster of 2 separate species, CH3N3S2 in total in a non-equilibrium geometry.

Geometry as XYZ:
```
9
CH3N3S2, DFT ωB97M-V with the def2-TZVPD basis set
C 0.71 2.21 0.51
N 0.69 1.16 0.05
N -0.88 -0.63 0.76
N -0.60 -1.50 -0.16
S -3.25 -0.88 -0.78
S -2.42 -0.21 0.89
H 0.80 3.19 0.83
H -1.26 -1.96 -0.82
H 0.32 -1.25 -0.46
```

Properties
ΔE to the lowest compared entry with this formula, charge and spin	75.5	kJ/mol
LUMO energy (alpha / beta)	-0.480 / -0.475	eV
E_HOMO (alpha / beta)	-8.1 / -8.1	eV
frontier orbital gap (alpha / beta)	7.658 / 7.665	eV

7.
ORCA calculation (ωB97M-V with the def2-TZVPD basis set) on a cluster of 2 separate species, CH3N4 in total in a non-equilibrium geometry.

Geometry as XYZ:
```
8
CH3N4, DFT ωB97M-V with the def2-TZVPD basis set
C -0.15 -0.04 0.90
N 0.40 0.87 -3.08
N -0.09 0.68 -2.12
N -0.60 1.02 0.93
N 0.26 -1.24 0.92
H -0.98 1.90 0.64
H 0.65 -1.38 0.04
H 0.51 -1.81 1.77
```

Properties
ΔE to the lowest compared entry with this formula, charge and spin	16.3	kJ/mol
net charge	+1
LUMO energy	-4.693	eV
E_HOMO	-17.5	eV
frontier orbital gap	12.761	eV

8.
ORCA calculation (ωB97M-V with the def2-TZVPD basis set) on a cluster of 2 separate species, CH3N4 in total in a non-equilibrium geometry.

Geometry as XYZ:
```
8
CH3N4, DFT ωB97M-V with the def2-TZVPD basis set
C -0.06 0.23 0.60
N 2.40 2.55 -2.99
N 2.40 2.51 -1.88
N 0.26 1.34 0.91
N -0.26 -0.99 0.21
H 0.25 2.09 1.50
H -1.19 -1.23 -0.12
H 0.18 -1.86 0.61
```

Properties
ΔE to the lowest compared entry with this formula, charge and spin	22.3	kJ/mol
net charge	+1
LUMO energy	-5.072	eV
E_HOMO	-17.6	eV
frontier orbital gap	12.486	eV

9.
ORCA calculation (ωB97M-V with the def2-TZVPD basis set) on the ion CH3N4 with charge +1 in a non-equilibrium geometry.

Geometry as XYZ:
```
8
CH3N4, DFT ωB97M-V with the def2-TZVPD basis set
C -0.51 0.50 0.05
N -1.04 -0.35 0.69
N -0.38 -1.49 0.96
N 0.83 -1.21 0.79
N -0.17 1.36 -0.84
H 1.40 -2.10 0.90
H 0.09 2.31 -0.66
H -0.22 0.97 -1.89
```

Properties
2S+1	3
ΔE to the lowest compared entry with this formula, charge and spin	133.5	kJ/mol
net charge	+1
LUMO energy (alpha / beta)	-4.930 / -8.632	eV
E_HOMO (alpha / beta)	-13.8 / -17.1	eV
⟨S²⟩	2.01
frontier orbital gap (alpha / beta)	8.867 / 8.512	eV

10.
ORCA calculation (ωB97M-V with the def2-TZVPD basis set) on the ion CH3N4O with charge +1 in a non-equilibrium geometry.

Geometry as XYZ:
```
9
CH3N4O, DFT ωB97M-V with the def2-TZVPD basis set
N 0.16 1.14 -0.81
N -0.60 -0.32 -1.35
N -0.88 -1.13 -0.56
N -0.41 -1.13 0.63
C 0.25 -1.25 1.62
O 0.74 -1.21 2.66
H 1.09 0.81 -0.96
H -0.02 1.26 0.27
H -0.32 1.83 -1.49
```

Properties
ΔE to the lowest compared entry with this formula, charge and spin	235.9	kJ/mol
net charge	+1
LUMO energy	-5.744	eV
SMILES	[NH3+]/N=N\N=C=O
E_HOMO	-16.0	eV
frontier orbital gap	10.284	eV